(1)
C7H10INO2 in the gas phase in a non-equilibrium geometry, computed with wB97M-V/def2-TZVPD.

Structure (XYZ):
```
21
Properties=species:S:1:pos:R:3:forces:R:3:nbo_charge:R:1
C -1.35351 -1.54072 0.57844 -0.2 0.0 0.2 -0.69
C 0.08891 -1.18966 0.37774 0.8 3.4 0.3 0.15
C 0.62524 -1.59424 -0.96802 0.3 -0.1 -0.1 -0.69
I 1.32148 -1.97524 1.97269 -0.2 0.0 -0.2 0.12
N 0.28592 0.50921 0.48136 -0.8 -4.2 -0.3 -0.42
C 1.46177 1.16360 0.25792 0.4 0.7 0.0 0.42
O 2.56866 0.48436 -0.16299 -0.2 -0.2 0.0 -0.69
C 1.29804 2.48760 0.53872 0.3 -0.2 -0.1 -0.38
C -0.04031 2.64922 0.97755 -0.4 -0.1 0.2 -0.38
C -0.62318 1.41636 0.94454 -0.2 0.9 0.2 0.41
O -1.90034 1.06399 1.28289 0.1 -0.2 -0.1 -0.69
H -1.71733 -1.24233 1.55828 0.0 -0.1 -0.1 0.25
H -1.46989 -2.62012 0.46851 0.1 0.0 0.0 0.23
H -1.96136 -1.04711 -0.17992 0.0 0.0 0.0 0.23
H 1.66492 -1.30063 -1.08876 -0.1 -0.1 0.0 0.26
H 0.03628 -1.12476 -1.75538 -0.1 0.1 0.0 0.23
H 0.55528 -2.67590 -1.07588 -0.1 -0.1 0.0 0.23
H 3.30641 1.10013 -0.16497 0.0 0.0 0.0 0.49
H 2.03902 3.25732 0.44552 0.2 0.1 0.0 0.22
H -0.51084 3.55960 1.29456 -0.1 0.2 0.0 0.21
H -2.33632 1.85550 1.61580 0.1 0.0 0.0 0.49
```
Positions in Å, forces in eV/Å.

Results
- Multiplicity: 1
- HOMO energy: -7.1 eV
- Calculated total energy: -21105.665 eV
- Kohn-Sham gap: 7.6 eV
- Structure (SMILES): CC(C)(I)n1c(O)ccc1O

---

(2)
2 unconnected molecules or ions with the total composition C7H10N2O in a non-equilibrium geometry, computed with wB97M-V/def2-TZVPD.

Structure (XYZ):
```
20
Properties=species:S:1:pos:R:3:forces:R:3:nbo_charge:R:1
C 1.09793 -2.95914 0.77963 -1.4 1.8 1.1 -0.12
C -0.35934 -2.10026 2.07379 0.4 0.4 0.3 0.13
C 1.48906 -1.67717 1.01859 2.4 -1.7 -2.2 -0.08
C 0.07549 -0.52205 -1.86019 -2.2 -1.0 -0.1 -0.57
C 0.18816 0.64977 -1.28239 1.8 -1.1 -2.2 0.31
C -1.10564 3.21361 -1.21931 -0.7 -1.1 -0.3 -0.71
C -0.82178 2.44020 0.00119 -0.4 -1.7 -3.1 0.07
N -0.09749 -3.19218 1.40315 -0.2 -0.2 1.2 -0.44
N 0.63995 -1.15445 1.86596 -2.1 0.2 1.0 -0.53
O -0.16849 1.25650 -0.26090 -1.5 2.0 3.7 -0.41
H 1.60511 -3.70120 0.31048 1.2 -1.9 -1.6 0.20
H -1.07285 -1.93110 2.88093 -0.1 -0.2 -0.7 0.20
H 0.84666 -0.95925 -2.50885 -0.6 0.5 0.2 0.23
H -0.94440 -1.08507 -1.75825 2.0 0.7 0.0 0.22
H -1.87121 2.83723 -1.91212 0.1 -0.7 0.3 0.23
H -1.53343 4.15083 -0.98323 0.4 1.4 0.3 0.23
H -0.17991 3.16711 -1.79432 0.3 0.7 -0.4 0.22
H 2.29543 -1.17445 0.51255 0.1 0.3 0.4 0.22
H -0.57228 2.92187 0.88164 0.7 0.3 1.7 0.17
H 0.48904 -0.18080 1.85165 -0.3 1.1 0.6 0.41
```
Positions in Å, forces in eV/Å.

Results
- Multiplicity: 1
- HOMO energy (spin up / spin down): -8.2 / -7.8 eV
- Calculated total energy: -12442.885 eV
- Kohn-Sham gap (spin up / spin down): 8.5 / 8.1 eV